(1)
A 12-piece molecular cluster, C68H164N12O20 overall in a non-equilibrium geometry. Source: the OMol25 dataset; level of theory: ωB97M-V/def2-TZVPD.

The HOMO energy is -8.24 eV. The largest force on an atom is 4.145 eV Å⁻¹. As for the SMILES: COCCNCCOC.COCCNCCOC.COCCNCCOC.COCCNCCOC.COCCNCCOC.COCCNCCOC.COCCNCCOC.COCCNCCOC.COCCNCCOC.COCCNCCOC.CCCC#N.CCCC#N.

```
! wB97M-V def2-TZVPD RIJCOSX def2/J DEFGRID3
* xyz 0 1
C 0.13482 2.50719 2.99401
O 1.09740 2.42791 1.99084
C 2.13861 1.51958 2.20724
C 3.25706 2.08754 1.36452
N 4.53860 1.33157 1.54750
C 5.66781 1.81913 0.74996
C 6.93748 0.98251 0.95970
O 8.12570 1.46520 0.39642
C 8.98987 2.34600 1.10748
H 0.49748 3.04614 3.84997
H -0.19631 1.49561 3.32022
H -0.73066 2.98255 2.54020
H 1.97867 0.41735 1.99264
H 2.47936 1.49453 3.27355
H 3.49007 3.13389 1.64451
H 2.91729 2.13985 0.30510
H 4.41888 0.32584 1.42601
H 5.81827 2.94556 0.92323
H 5.55597 1.76411 -0.32445
H 6.79083 -0.05258 0.49309
H 7.09302 0.78242 2.02045
H 9.77732 2.57083 0.43401
H 9.47161 1.82703 1.92596
H 8.54647 3.28600 1.38309
C 4.16113 -3.86029 -3.26844
O 5.32335 -3.35585 -3.80092
C 6.35893 -4.21562 -3.64341
C 7.66848 -3.59888 -4.16123
N 8.27435 -2.36394 -3.69604
C 8.58563 -2.25702 -2.23342
C 9.27031 -0.91197 -2.08134
O 8.24817 0.08681 -2.29693
C 8.80423 1.40075 -2.47348
H 3.78506 -4.80460 -3.77088
H 3.38122 -3.08179 -3.42123
H 4.24809 -3.98825 -2.19238
H 6.19285 -5.20001 -4.15166
H 6.55401 -4.49770 -2.59601
H 7.48549 -3.41889 -5.20952
H 8.36888 -4.42368 -4.20609
H 7.78785 -1.56185 -4.00024
H 9.06552 -3.15924 -1.88673
H 7.64236 -2.18332 -1.59059
H 10.16141 -0.80499 -2.63887
H 9.58268 -0.77901 -1.00849
H 9.54036 1.63210 -1.59987
H 8.05256 2.13302 -2.35035
H 9.31568 1.55476 -3.41037
C 3.55408 8.65595 -3.25950
O 3.02542 7.85900 -2.20962
C 4.13693 7.28022 -1.41735
C 3.65922 6.23704 -0.40759
N 2.88888 6.86051 0.64546
C 2.33214 5.91727 1.58626
C 1.31196 6.53626 2.56591
O 0.21310 6.88775 1.79752
C -0.91844 7.16423 2.56017
H 2.76828 9.10538 -3.86113
H 4.15226 8.06712 -3.96049
H 4.12685 9.51204 -2.88424
H 4.58561 8.02217 -0.75408
H 4.84340 6.81101 -2.06264
H 4.52646 5.76452 0.03464
H 3.01391 5.51750 -0.99430
H 2.18858 7.52776 0.42478
H 3.18049 5.50453 2.17250
H 1.88640 5.11371 1.04716
H 1.79441 7.43572 3.06388
H 1.00872 5.79746 3.30047
H -1.43283 6.27908 2.86861
H -1.65480 7.76185 1.91767
H -0.66977 7.79026 3.45912
C -6.11508 4.15360 2.95845
O -5.21909 3.96566 1.92262
C -3.95577 4.49638 2.27805
C -2.92040 4.07254 1.23840
N -3.04598 2.64197 1.18514
C -2.30101 2.11653 0.10114
C -3.10368 2.06687 -1.15025
O -2.45082 1.25993 -2.12527
C -2.93991 1.48262 -3.42624
H -5.62942 4.00773 3.92012
H -6.93023 3.41499 2.94257
H -6.59993 5.15726 2.95404
H -3.57125 3.99523 3.14118
H -4.05717 5.60423 2.47693
H -1.94348 4.37861 1.66599
H -3.23587 4.55730 0.34202
H -4.03122 2.44923 1.20970
H -1.93870 1.10488 0.29030
H -1.44963 2.78683 0.00478
H -3.28724 3.04125 -1.55284
H -4.05835 1.61255 -1.00456
H -2.63071 2.45089 -3.94594
H -4.06077 1.60172 -3.26322
H -2.77071 0.64597 -4.00075
C 4.78894 -2.21202 -0.23385
O 4.87872 -2.05831 1.17867
C 4.82825 -3.27630 1.84584
C 3.33952 -3.70001 2.03151
N 2.76186 -2.86133 3.07123
C 3.17342 -3.09560 4.41008
C 2.63812 -2.11584 5.42492
O 2.84455 -0.75391 5.03266
C 4.01491 -0.20270 5.57627
H 3.74408 -2.23093 -0.62859
H 5.42198 -3.04366 -0.67832
H 5.11503 -1.22305 -0.63031
H 5.23525 -3.10873 2.80211
H 5.37593 -4.08903 1.32870
H 3.34051 -4.75345 2.30062
H 2.67034 -3.52699 1.16479
H 2.92938 -1.84993 2.86064
H 4.31432 -3.07972 4.63077
H 2.81647 -4.04746 4.81013
H 3.17785 -2.36883 6.36213
H 1.57884 -2.21850 5.58355
H 3.97607 -0.22638 6.70116
H 4.10425 0.80186 5.25173
H 4.87236 -0.79215 5.19439
C -7.14813 -8.93502 1.12688
O -5.90522 -9.65031 1.46624
C -5.14180 -8.89560 2.46011
C -4.55042 -7.62807 1.88976
N -3.72964 -7.90182 0.68381
C -3.42829 -6.67888 -0.00338
C -2.05061 -6.19907 0.59457
O -1.61899 -4.91371 0.05647
C -0.22845 -4.71652 0.36239
H -7.25312 -8.11553 1.86071
H -8.06579 -9.54920 1.29050
H -7.07504 -8.51748 0.10630
H -4.28554 -9.44771 2.81398
H -5.79043 -8.66808 3.35976
H -3.85159 -7.19657 2.58806
H -5.37943 -6.88984 1.72076
H -4.29619 -8.53047 0.15814
H -4.17069 -5.87379 0.12502
H -3.25102 -6.88145 -1.04322
H -1.29657 -6.97433 0.35718
H -2.28585 -6.18853 1.75539
H 0.01938 -3.71502 0.17592
H 0.45261 -5.43382 -0.19183
H -0.16637 -4.85039 1.42049
C -3.16599 -1.96870 -0.57159
O -3.95071 -1.17406 0.24275
C -4.72772 -1.96895 1.05942
C -5.48011 -1.20563 2.09472
N -4.52575 -0.81140 3.10095
C -5.01866 0.10239 4.17951
C -3.82162 0.81694 4.80998
O -4.17700 1.45516 6.02070
C -3.92312 0.69352 7.13706
H -2.59352 -2.63919 0.04577
H -2.56688 -1.32114 -1.23686
H -3.74889 -2.63353 -1.23380
H -4.09910 -2.69232 1.56698
H -5.53229 -2.57519 0.48797
H -6.25956 -1.82834 2.58663
H -5.96379 -0.37828 1.63244
H -3.61161 -0.51916 2.69774
H -5.57882 -0.42053 4.94406
H -5.77394 0.86368 3.80850
H -3.55260 1.65551 4.17088
H -2.89401 0.17418 4.85279
H -2.91293 0.19559 7.02194
H -4.63277 -0.15658 7.24166
H -4.04551 1.40142 8.00344
C -5.25571 6.46648 -2.75582
O -4.05029 6.57526 -3.38472
C -3.10152 7.49892 -2.96566
C -1.65772 6.87797 -3.01423
N -1.48305 5.81064 -2.02888
C -0.17065 5.18914 -1.80365
C 0.63662 4.82793 -3.03161
O -0.20991 4.04464 -3.90450
C 0.09952 4.04173 -5.27728
H -5.96726 7.28951 -3.02235
H -5.16207 6.65974 -1.67787
H -5.59686 5.47239 -2.99436
H -3.32400 7.87011 -2.04663
H -3.11999 8.42904 -3.55716
H -1.07531 7.69502 -2.78654
H -1.39010 6.58289 -4.04792
H -2.16384 5.08731 -2.00757
H -0.41172 4.32784 -1.18682
H 0.40189 5.80416 -1.10248
H 1.50371 4.25908 -2.70530
H 1.02444 5.69381 -3.60960
H 0.18057 3.04569 -5.67940
H 1.10746 4.49386 -5.44317
H -0.65054 4.70826 -5.76021
C -0.76184 -0.90891 2.97157
O -1.30471 -2.18215 2.76303
C -0.94686 -2.98088 3.83215
C -1.90591 -4.14269 3.85711
N -3.18665 -3.75950 4.50009
C -4.33803 -4.66142 4.21468
C -5.39132 -4.13271 5.18008
O -6.64733 -4.36887 4.64982
C -7.69517 -4.30130 5.59849
H -1.30501 -0.51229 3.85396
H -0.85361 -0.31598 2.07308
H 0.30796 -0.98817 3.20607
H -1.14404 -2.44712 4.80372
H 0.10077 -3.25833 3.66695
H -1.46896 -5.00092 4.46495
H -1.97632 -4.53040 2.84658
H -3.42967 -2.82022 4.13339
H -3.99072 -5.63305 4.53666
H -4.64735 -4.62397 3.19365
H -5.25843 -3.03174 5.36429
H -5.30499 -4.62695 6.17133
H -7.90020 -3.30493 5.90807
H -7.54353 -4.95639 6.42530
H -8.58932 -4.73113 5.13319
C -2.60014 -7.02355 -3.70539
O -3.45304 -6.00357 -4.20951
C -2.85048 -4.77254 -4.06349
C -3.97891 -3.68410 -3.98373
N -4.74436 -3.83307 -5.17158
C -6.06100 -3.21730 -5.12412
C -5.85681 -1.72196 -5.04192
O -7.07229 -1.07090 -5.07504
C -6.87639 0.34527 -4.78351
H -3.14765 -7.98828 -3.59113
H -2.26140 -6.78970 -2.69506
H -1.65049 -7.22642 -4.24803
H -2.17497 -4.49626 -4.89046
H -2.39730 -4.73444 -3.05528
H -3.55693 -2.61682 -3.80698
H -4.57239 -3.86730 -3.06170
H -4.80306 -4.79482 -5.48542
H -6.65714 -3.48588 -4.16782
H -6.64247 -3.47776 -6.02666
H -5.14507 -1.42239 -5.84707
H -5.32039 -1.49132 -4.09321
H -6.30007 0.40883 -3.87173
H -7.82507 0.79485 -4.75609
H -6.29797 0.75461 -5.57858
C 6.76199 2.81750 -5.52044
C 5.50263 1.98256 -5.22512
C 5.38765 1.63869 -3.73738
C 5.06259 2.80963 -2.96328
N 4.98856 3.87908 -2.49437
H 6.80450 3.61748 -4.78532
H 6.76004 3.28695 -6.54361
H 7.59143 2.22091 -5.43181
H 5.57722 1.04009 -5.74947
H 4.61832 2.46972 -5.59352
H 6.39489 1.37996 -3.38462
H 4.66151 0.80146 -3.56184
C 1.62902 0.35070 -3.24908
C 1.59681 1.18006 -1.91151
C 0.70245 0.53981 -0.82257
C 1.00277 -0.88583 -0.58610
N 1.39491 -1.92061 -0.18518
H 0.74544 0.63621 -3.89924
H 1.54584 -0.74326 -3.03136
H 2.54343 0.68474 -3.69582
H 1.20440 2.12886 -2.16161
H 2.61640 1.31041 -1.54622
H -0.29849 0.67182 -1.18364
H 0.65318 0.84582 0.22125
*
```


(2)
C6H18CaN4S4 as an isolated structure in a non-equilibrium geometry. Source: the OMol25 dataset; level of theory: ωB97M-V/def2-TZVPD.

The HOMO energy is -6.68 eV. The largest force on an atom is 1.026 eV Å⁻¹.

```
! wB97M-V def2-TZVPD RIJCOSX def2/J DEFGRID3
* xyz 0 1
Ca -0.16486 -1.35654 0.50029
N -1.58213 -1.12994 -1.54401
C -1.55417 0.23716 -2.09679
C -0.25674 0.95851 -1.74000
N 0.03626 0.98149 -0.29033
C -0.91296 1.83474 0.45626
C -1.17164 1.30313 1.86185
N -1.80719 -0.02666 1.77034
C 1.42570 1.44195 -0.04341
C 2.46788 0.34790 -0.23171
N 2.23396 -0.74413 0.72514
H -0.89673 -1.73819 -2.00382
H -2.48533 -1.56019 -1.70451
H -2.41381 0.78031 -1.70693
H -1.64616 0.26069 -3.18477
H -0.28668 1.97782 -2.14684
H 0.56936 0.44294 -2.23610
H -1.86496 1.85916 -0.07602
H -0.55234 2.86820 0.49795
H -1.77695 2.03290 2.40193
H -0.23250 1.18929 2.40852
H -2.78461 0.05819 1.51765
H -1.76723 -0.51652 2.65915
H 1.47969 1.77251 0.99589
H 1.65341 2.31494 -0.66805
H 3.45764 0.79934 -0.14190
H 2.41225 -0.07759 -1.23483
H 2.70711 -0.59470 1.60801
H 2.55789 -1.63195 0.34708
S -0.13726 -2.77246 2.76550
S 1.38280 -3.87811 1.87718
S 0.74377 -4.47629 0.01258
S 1.16652 -2.95791 -1.35532
*
```


Energy above the lowest of the compared OMol25 structures with the same formula, charge and spin, respectively: 25.66, 2.81 kcal/mol.
Gap between HOMO and LUMO, respectively: 0.323, 0.246 Eh.
LUMO, respectively: 0.55, 0.02 eV.